Entry 1:
# C34H57CoF3N2O2Si

A molecular structure, C34H57CoF3N2O2Si (ωB97M-V/def2-TZVPD, the OMol25 dataset).

Last column: Mulliken spin population.
CARTESIAN COORDINATES (ANGSTROEM)
O -0.58403 -1.87006 -2.03627  0.095
O 1.41262 -5.34309 -2.38936  -0.002
C -1.99839 -2.09096 -2.18347  0.009
C -2.85937 -0.93250 -2.66030  -0.005
H -2.29663 -2.42624 -1.17870  0.001
H -2.11238 -2.98119 -2.81919  -0.001
H -2.72540 -0.00878 -2.08882  0.002
H -3.91512 -1.21373 -2.55031  0.000
H -2.66208 -0.72512 -3.71780  0.000
C -0.00090 -1.06012 -3.06827  0.042
C 0.29993 -1.77515 -4.37735  -0.004
H 0.93061 -0.68568 -2.60235  -0.032
H -0.65453 -0.20481 -3.31958  0.006
H 0.75557 -2.76840 -4.19805  0.001
H 1.00273 -1.14161 -4.93922  0.000
H -0.57042 -1.91722 -5.05153  0.000
C 2.81755 -5.66441 -2.32874  0.000
C 0.71043 -6.10631 -3.38387  0.000
C 3.68434 -4.66410 -3.07315  0.000
H 3.03539 -6.68685 -2.69748  0.000
H 3.03220 -5.63544 -1.25748  0.000
H 3.45909 -4.62030 -4.14216  0.000
H 4.73290 -4.96396 -2.98291  0.000
H 3.56745 -3.66130 -2.64349  0.000
C 1.29659 -6.02014 -4.79563  0.000
H -0.31185 -5.70889 -3.37080  0.000
H 0.64957 -7.16886 -3.07683  0.000
H 1.45538 -4.97517 -5.10479  0.000
H 0.59985 -6.50139 -5.50063  0.000
H 2.25664 -6.55776 -4.85943  0.000
H 0.35212 -4.10032 -0.92844  -0.002
N -0.02170 1.97141 -0.05993  -0.008
C 0.42617 2.90475 0.81154  0.052
C 1.26116 2.55115 1.88155  0.112
C 2.11303 1.43441 1.96796  0.039
C 0.03721 4.33894 0.62427  0.003
H -1.04600 4.46393 0.48835  -0.001
H 0.54832 4.75676 -0.25305  -0.001
H 0.34143 4.92261 1.49895  0.001
C 3.37888 1.47568 2.80095  0.004
H 4.24788 1.03486 2.29528  0.000
H 3.25830 0.96076 3.76614  -0.002
H 3.61588 2.52636 3.01640  0.000
N 1.79543 0.31774 1.28861  0.022
C -0.70780 2.41581 -1.24476  0.073
C -2.11193 2.59148 -1.27938  -0.054
C -2.98317 2.42522 -0.07098  -0.003
C -2.73526 3.01094 -2.45589  -0.006
H -3.82283 3.09877 -2.48534  0.000
C -1.99052 3.31851 -3.58996  0.012
H -2.49179 3.61094 -4.50899  0.001
C -0.60482 3.25544 -3.52979  -0.007
H -0.02165 3.52866 -4.41353  0.000
C 0.04984 2.86791 -2.35438  -0.023
C 1.54355 3.04023 -2.27980  0.003
C 2.61462 -0.84310 1.20138  0.054
C 2.53279 -1.80192 2.22601  -0.049
C 1.52758 -1.62676 3.32017  0.018
C 3.40138 -2.88548 2.18246  -0.004
H 3.36786 -3.60808 3.00233  0.000
C 4.28412 -3.03975 1.10982  0.018
H 4.96361 -3.88840 1.10608  0.001
C 4.31366 -2.12075 0.06001  -0.006
H 4.99861 -2.25586 -0.78540  0.000
C 3.46960 -1.00914 0.08738  -0.044
C 3.44575 0.01093 -1.01212  0.038
Co 0.16552 0.16487 0.37888  2.529
H -3.61220 1.53645 -0.18405  0.000
H -3.67584 3.27424 0.05478  0.001
H -2.39117 2.33489 0.83960  0.003
H 1.98998 2.27438 -1.63309  -0.002
H 1.84465 4.04082 -1.90112  0.001
H 1.97968 2.94010 -3.28977  0.000
H 1.34506 -2.59087 3.80107  -0.001
H 0.56861 -1.25167 2.94590  -0.001
H 1.87933 -0.91725 4.07961  0.003
H 3.38124 1.03172 -0.61640  0.002
H 2.60049 -0.14292 -1.70439  -0.017
H 4.37364 -0.05442 -1.58657  -0.001
H 1.38626 3.31493 2.65668  0.000
C 0.62179 -4.24665 0.13539  0.003
Si 0.09964 -5.96801 0.75215  0.000
H 1.71485 -4.10240 0.20473  0.005
H 0.12182 -3.46256 0.72762  0.008
C -1.55320 -6.64822 0.10149  0.000
C -0.02138 -5.93577 2.62673  0.000
C 1.29588 -7.42183 0.62933  0.000
H 0.74570 -8.27873 1.05308  0.000
H 2.17493 -7.23048 1.26758  0.000
H 1.61456 -7.66659 -0.39108  0.000
H -2.40093 -6.04018 0.46026  0.000
H -1.64948 -7.66785 0.53027  0.000
H -1.61116 -6.72357 -0.99664  0.000
H -0.50193 -5.02306 2.98900  0.000
H 0.98637 -6.02055 3.05556  0.000
H -0.60787 -6.81063 2.94298  0.000
F -1.44597 -0.19572 2.61061  0.005
C -1.40174 -0.62176 1.28835  0.090
F -1.34717 -2.02732 1.33565  0.008
F -2.64424 -0.35623 0.77318  0.012

Forces on atoms 1 to 2 (eV/Å):
O -0.207 1.153 -0.513
O 0.562 -0.947 -1.225

Properties
- DFT total energy: -96915.253 eV
- Molar mass: 669.86 g mol⁻¹
- Spin multiplicity: 4
- Energy above the lowest of the compared OMol25 structures with the same formula, charge and spin: 0.000 eV
- Frontier orbital gap (alpha / beta): 8.4206 / 8.7118 eV
- HOMO energy (alpha / beta): -7.833 / -8.235 eV



Entry 2:
# C4H10O2

2 unconnected molecules or ions with the total composition C4H10O2 (ωB97M-V/def2-TZVPD, the OMol25 dataset).

Last column: Löwdin charge in e.
CARTESIAN COORDINATES (ANGSTROEM)
C -2.05769 0.20680 0.47667  -0.024
C -0.74613 -0.41725 0.10122  -0.503
O -0.50727 -1.54246 0.51385  0.044
C 0.17219 0.29804 -0.88057  -0.119
C 1.69603 -0.05222 -0.75660  -0.258
O 1.99483 -0.89072 0.33380  -0.123
H -2.44715 -0.32289 1.34971  0.092
H -2.03121 1.28727 0.64698  0.085
H -2.70037 -0.00505 -0.38267  0.095
H 0.00007 1.38349 -0.87280  0.114
H -0.21330 -0.04301 -1.84936  0.125
H 2.26445 0.87476 -0.60801  0.114
H 2.02716 -0.49723 -1.70827  0.111
H 1.23310 -1.49463 0.40279  0.049
H 0.35853 0.81783 1.67899  0.099
H 0.95676 0.39728 1.55424  0.098

Forces on atoms 1 to 2 (eV/Å):
C -0.075 -0.009 -0.045
C 0.132 -0.339 0.207

Properties
- DFT total energy: -8403.633 eV
- Molar mass: 90.12 g mol⁻¹
- Spin multiplicity: 1
- Energy above the lowest of the compared OMol25 structures with the same formula, charge and spin: 1.914 eV
- Frontier orbital gap: 10.8198 eV
- HOMO energy: -9.928 eV



Entry 3:
# C13H14CuN4OS3

A molecular structure, C13H14CuN4OS3 (ωB97M-V/def2-TZVPD, the OMol25 dataset).

Last column: Löwdin charge in e.
CARTESIAN COORDINATES (ANGSTROEM)
Cu 1.15039 -0.12182 0.05947  0.402
N -1.80915 0.10125 1.88094  0.133
C -0.65488 0.47076 2.47567  -0.668
N 0.51428 0.40647 1.88865  0.012
C 1.53207 0.81655 2.74504  -0.315
C 1.12657 1.19209 3.97434  -0.325
S -0.58838 1.02494 4.10791  1.093
C 2.89262 0.80156 2.19351  -0.321
C 4.04388 1.18092 2.78576  -0.327
S 5.36367 0.97640 1.68905  1.091
C 4.26564 0.39035 0.49356  -0.674
N 3.02086 0.34928 0.88796  0.026
N 4.65924 0.05144 -0.75786  0.115
H -1.78744 -0.09613 0.89263  0.064
H -2.69420 0.34842 2.28491  0.107
H 1.71703 1.54937 4.80077  0.084
H 4.20125 1.56167 3.78075  0.083
H 5.62683 -0.15212 -0.93744  0.103
H 3.98510 -0.43477 -1.32729  0.102
C -0.41246 -0.63822 -4.08226  -0.211
S -0.27336 0.22799 -2.52628  0.991
O 0.79373 -0.57787 -1.79451  -0.579
C -1.82511 -0.24837 -1.79725  -0.428
C -2.81192 0.71952 -1.67381  -0.081
C -4.02914 0.36944 -1.10069  -0.064
C -4.23324 -0.92647 -0.64905  -0.063
C -3.22717 -1.88315 -0.76240  -0.059
C -2.01377 -1.54781 -1.33949  -0.082
H -0.55568 -1.69846 -3.88123  0.069
H 0.51360 -0.46985 -4.62921  0.064
H -1.25690 -0.22701 -4.63481  0.073
H -2.63436 1.73205 -2.01706  0.116
H -4.81177 1.11019 -1.00567  0.115
H -5.18179 -1.19566 -0.20312  0.115
H -3.39237 -2.88901 -0.40017  0.117
H -1.21363 -2.27391 -1.42135  0.121

Forces on atoms 1 to 2 (eV/Å):
Cu 0.044 0.133 0.198
N 0.015 -0.012 0.007

Properties
- DFT total energy: -98857.390 eV
- Total charge: +1
- Molar mass: 402.03 g mol⁻¹
- Spin multiplicity: 1
- Frontier orbital gap: 8.2353 eV
- HOMO energy: -10.704 eV



Entry 4:
# H16O8

8 unconnected molecules or ions with the total composition H16O8 (ωB97M-V/def2-TZVPD, the OMol25 dataset).

Last column: Löwdin charge in e.
CARTESIAN COORDINATES (ANGSTROEM)
O -0.66493 0.14293 -0.77136  -0.028
H -1.50010 -0.15573 -1.14790  0.072
H -0.48832 -0.38444 -0.01054  0.024
O 4.24466 -2.15845 -0.55444  -0.091
H 3.79692 -1.34544 -0.41400  -0.024
H 4.09619 -2.57316 -1.47122  0.076
O 1.66991 0.31607 0.85253  -0.062
H 0.94245 0.31590 0.17717  -0.003
H 1.97467 1.20361 0.97539  0.018
O 2.04589 -0.33004 -2.00230  -0.048
H 1.07701 -0.22284 -1.90205  0.023
H 2.45849 0.01729 -2.76264  0.014
O 0.10672 3.76540 -0.20411  -0.042
H 0.49058 3.65422 0.65727  -0.003
H 0.52690 4.59202 -0.48722  0.047
O -5.41938 -1.21396 -1.30767  -0.109
H -5.66810 -0.35653 -0.92280  0.028
H -6.07492 -1.17414 -2.09494  0.082
O -0.71574 -3.22616 2.29858  -0.069
H -1.61011 -2.81472 2.11051  0.065
H -0.45347 -3.70540 1.53247  0.007
O -0.41569 1.63095 2.20860  -0.051
H -0.38159 2.60412 2.17690  0.031
H -0.03804 1.41851 3.06377  0.043

Forces on atoms 1 to 2 (eV/Å):
O -0.113 0.539 -1.269
H 0.080 -0.041 0.146

Properties
- DFT total energy: -16638.501 eV
- Molar mass: 144.12 g mol⁻¹
- Spin multiplicity: 1
- Energy above the lowest of the compared OMol25 structures with the same formula, charge and spin: 3.509 eV
- Frontier orbital gap: 10.5754 eV
- HOMO energy: -10.360 eV



Entry 5:
# C33H23BrN6O3SeW

A molecular structure, C33H23BrN6O3SeW (ωB97M-V/def2-TZVPD, the OMol25 dataset).

Last column: Mulliken spin population.
CARTESIAN COORDINATES (ANGSTROEM)
W -0.67315 0.90762 1.24832  1.966
O 0.45233 3.20687 4.23758  0.026
C -0.09756 2.38200 3.59266  0.029
O 0.47585 1.49737 2.76076  0.008
C -1.60059 2.20396 3.61108  0.031
C -2.40957 2.88326 4.50338  -0.005
C -3.74641 2.61986 4.51896  0.029
C -4.28020 1.62931 3.67984  -0.017
C -5.65383 1.28687 3.69713  0.008
C -6.13232 0.31468 2.87620  -0.005
C -5.25360 -0.37896 2.01343  0.031
C -3.92430 -0.07400 1.97939  0.064
C -3.41322 0.95005 2.80355  -0.085
N -2.06646 1.28381 2.75642  -0.069
H -1.94922 3.60456 5.16589  0.002
H -4.40638 3.16177 5.19031  0.000
H -6.31614 1.80941 4.37750  0.000
H -7.18445 0.05868 2.89028  0.000
H -5.64236 -1.16398 1.37697  0.001
H -3.25489 -0.62503 1.34974  -0.008
Br 1.21894 -6.97985 -4.49878  0.000
C 2.13638 -6.17442 -3.07912  0.000
C 1.89448 -4.83564 -2.78941  0.000
C 2.59018 -4.22619 -1.76283  0.001
C 3.50719 -4.96558 -1.01573  -0.004
C 3.72081 -6.30204 -1.30263  -0.001
C 3.03865 -6.91527 -2.34124  0.000
N 4.33554 -4.47419 0.06261  0.003
N 4.26634 -3.31068 0.46685  -0.027
C 3.40766 -2.24834 0.27788  -0.029
C 3.82473 -1.09717 -0.38079  0.010
C 2.97552 0.00278 -0.51705  -0.030
C 1.72640 -0.00528 0.06746  -0.020
O 0.78390 0.96298 -0.03699  -0.026
C 1.33415 -1.10060 0.80882  0.035
N 0.08589 -0.99535 1.38876  0.110
C -0.38934 -2.05096 2.07016  0.004
C 0.32956 -3.21393 2.20839  -0.010
C 1.60287 -3.31696 1.65171  0.007
C 2.12505 -2.25727 0.92902  0.010
H 1.17021 -4.28584 -3.37469  0.000
H 2.41930 -3.18113 -1.55669  -0.001
H 4.42700 -6.85466 -0.69351  0.000
H 3.20934 -7.95605 -2.57908  0.000
H 4.81400 -1.08691 -0.82504  -0.001
H 3.29771 0.87574 -1.07575  0.001
H -1.35791 -1.93434 2.53271  -0.018
H -0.10263 -4.03675 2.76007  0.000
H 2.19105 -4.21797 1.80835  -0.001
C -0.06450 4.03610 -0.24825  0.024
N -0.33183 3.40250 -1.53605  -0.002
C -1.22040 2.44020 -1.77467  0.023
Se -2.33873 1.50838 -0.54707  -0.056
N -1.21018 2.18428 -3.08282  0.000
C -0.27883 3.00439 -3.73371  0.002
C 0.11861 3.09020 -5.06256  0.000
C 1.10287 4.01405 -5.34701  0.000
C 1.66426 4.82102 -4.34170  -0.001
C 1.27621 4.71118 -3.02299  0.000
C 0.28386 3.77774 -2.74373  -0.005
H 0.52224 3.39453 0.38378  -0.005
H -0.99187 4.31291 0.22949  -0.004
H 0.51657 4.93488 -0.41985  0.002
H -1.84640 1.54304 -3.52603  0.001
H -0.32107 2.46515 -5.83161  0.000
H 1.45999 4.11226 -6.36493  0.000
H 2.42758 5.54254 -4.61047  0.000
H 1.72514 5.32842 -2.25268  0.000

Forces on atoms 1 to 2 (eV/Å):
W 1.105 -0.778 -0.441
O 0.455 0.352 0.357

Properties
- DFT total energy: -186878.646 eV
- Total charge: +2
- Molar mass: 894.29 g mol⁻¹
- Spin multiplicity: 3
- Frontier orbital gap (alpha / beta): 5.3823 / 5.9739 eV
- HOMO energy (alpha / beta): -12.773 / -12.869 eV



Entry 6:
# C10H12Cl3N8O2V

A molecular structure, C10H12Cl3N8O2V (ωB97M-V/def2-TZVPD, the OMol25 dataset).

Last column: Mulliken spin population.
CARTESIAN COORDINATES (ANGSTROEM)
V -0.53014 -1.63677 -0.12694  0.982
N -0.93835 -1.21223 1.68120  0.005
C -0.81274 -0.45504 2.57554  0.014
N -0.70467 0.32404 3.56127  0.004
C -0.08011 1.48333 3.62049  0.001
N 0.44181 2.51155 3.75472  0.000
Cl -2.28005 -3.08386 -3.36603  -0.001
C -0.53045 -3.07687 -3.10474  0.001
Cl 0.26036 -2.67018 -4.66982  -0.003
Cl 0.00822 -4.69206 -2.62385  -0.001
C -0.07173 -1.96050 -2.11190  -0.043
O -0.75703 -0.87135 -2.05900  -0.004
O 1.01699 -2.13596 -1.44769  -0.004
N -1.63641 -3.18789 -0.02936  0.013
C -2.22213 -4.19467 0.12299  0.033
N -2.87737 -5.26057 0.18012  0.011
C -3.16623 -6.12985 1.11941  -0.001
N -3.46178 -6.94962 1.88582  0.003
C 1.14203 2.84878 -1.35518  -0.001
C 0.92409 2.60972 0.14310  0.001
C 0.07117 3.72563 0.73186  0.000
C 2.25966 2.54659 0.87864  0.000
N 0.17163 1.36714 0.41119  -0.001
N 0.79729 0.15547 -0.00552  -0.015
H 1.69042 3.78065 -1.51511  0.000
H 0.18369 2.91888 -1.87707  0.000
H 1.72218 2.04690 -1.81913  0.001
H 0.57523 4.68731 0.60977  0.000
H -0.10312 3.54668 1.79491  0.000
H -0.89655 3.78300 0.22084  0.000
H 2.73407 3.52998 0.86472  0.000
H 2.95061 1.84131 0.40904  0.000
H 2.09909 2.25928 1.92169  0.000
H -0.71766 1.39668 -0.07314  0.000
H 1.55148 -0.04760 0.63958  0.005
H 1.18649 0.20207 -0.94244  -0.002

Forces on atoms 1 to 2 (eV/Å):
V 1.530 1.202 -1.624
N -0.394 0.673 2.343

Properties
- DFT total energy: -89836.986 eV
- Total charge: -1
- Molar mass: 433.56 g mol⁻¹
- Spin multiplicity: 2
- Energy above the lowest of the compared OMol25 structures with the same formula, charge and spin: 0.646 eV
- Frontier orbital gap (alpha / beta): 7.5130 / 6.9898 eV
- HOMO energy (alpha / beta): -5.019 / -4.510 eV